ORCA calculation (ωB97M-V with the def2-TZVPD basis set) on a molecular structure, C22H26AlBr3Cl5CsI2KN3NaO8S3 at a distorted geometry.

Calculated values
Net charge: +3
Gap between HOMO and LUMO, Ha: 0.08130
Relative energy (zero: lowest compared OMol25 entry of this formula, charge and spin), eV: 5.656

Geometry (Å):
1 C 1.54017 1.83865 -6.10499
2 C 1.90939 1.96393 -4.57876
3 Br 1.06669 3.54865 -3.62375
4 C 2.78668 1.04057 -3.86840
5 Br 3.59674 -0.45829 -4.83289
6 S 3.17866 1.19566 -1.99623
7 O 1.89280 0.81659 -1.28350
8 O 4.23987 0.20132 -1.71839
9 N 3.71566 2.75771 -1.70936
10 S 3.68903 3.13334 -0.02358
11 O 3.36889 1.96706 0.90391
12 O 5.07227 3.60373 0.30186
13 C 2.59658 4.62724 0.21216
14 I 3.58183 6.58768 0.50684
15 C 1.16600 4.64196 0.23404
16 C 0.33561 3.29633 0.10573
17 I -0.00474 6.46241 0.50067
18 H 2.18320 1.09124 -6.66136
19 H 1.51762 2.86093 -6.58103
20 H 0.46355 1.47018 -6.13678
21 H -0.55623 3.41687 0.79399
22 H 0.90466 2.41147 0.50185
23 H -0.11894 3.12113 -0.92127
24 K 0.19068 1.37213 -2.78581
25 C -8.51323 -3.49060 5.19761
26 N -7.41960 -3.08690 4.30804
27 C -6.25051 -2.67639 4.84555
28 C -5.18978 -2.32262 4.03736
29 C -5.31150 -2.39195 2.64513
30 C -6.54348 -2.79959 2.12522
31 C -7.58051 -3.13931 2.97031
32 C -4.19178 -2.07767 1.75071
33 C -3.71828 -3.02557 0.83350
34 C -2.69608 -2.70952 -0.04175
35 N -2.13891 -1.47846 -0.03093
36 C -2.55298 -0.54144 0.85752
37 C -3.56964 -0.82017 1.75384
38 C -1.08209 -1.13393 -1.00260
39 H -8.74224 -2.63814 5.87214
40 H -8.17789 -4.36046 5.76332
41 H -9.38895 -3.74320 4.61146
42 H -6.18342 -2.64935 5.92580
43 H -4.26060 -2.01520 4.50398
44 H -6.70657 -2.85324 1.05464
45 H -8.54120 -3.46103 2.59089
46 H -4.14286 -4.02207 0.79641
47 H -2.32271 -3.42717 -0.75855
48 H -2.06593 0.42883 0.82229
49 H -3.89008 -0.03973 2.43542
50 H -0.19949 -0.80544 -0.44528
51 H -1.46975 -0.33229 -1.63672
52 H -0.83674 -2.00351 -1.60946
53 Cl 3.84193 0.14037 1.84963
54 C 8.30900 2.88718 -4.38434
55 S 6.88531 3.92373 -3.99542
56 O 7.29476 5.34349 -4.19877
57 C 6.90264 3.60458 -2.22445
58 H 8.50999 2.96585 -5.45241
59 H 9.18026 3.22917 -3.82506
60 H 8.08376 1.84920 -4.13373
61 H 7.86394 3.90154 -1.80343
62 H 6.72180 2.54454 -2.04080
63 H 6.11095 4.18872 -1.76240
64 C 0.10367 -5.60541 1.40951
65 Cl -1.28198 -4.47613 1.40157
66 Cl 1.43659 -4.88580 2.31704
67 Cl -0.38765 -7.12525 2.16852
68 Cl 0.61323 -5.91218 -0.26167
69 Br -10.72756 -2.23636 6.12853
70 C 2.88918 -2.12418 3.92118
71 O 1.72935 -2.04802 3.49009
72 O 3.31656 -1.55943 4.95775
73 O 3.82018 -2.77871 3.38662
74 Cs -0.32265 -0.98684 1.84303
75 Na 2.48628 5.41477 -2.15627
76 Al 1.99054 0.39277 -8.04549

Atoms 1-2, force components in eV/Å:
C -1.38 1.27 2.04
C 3.50 -2.41 0.72

ORCA calculation (ωB97M-V with the def2-TZVPD basis set) on 2 unconnected molecules or ions with the total composition C2H7S2.

Calculated values
Net charge: -1
Gap between HOMO and LUMO, Ha: 0.19188
Relative energy (zero: lowest compared OMol25 entry of this formula, charge and spin), eV: 0.983

Geometry (Å):
1 C 1.13584 0.00047 0.32971
2 S 2.59482 -0.63403 1.20236
3 H 0.72026 -0.78687 -0.29000
4 H 1.26450 0.81205 -0.37948
5 H 0.39208 0.35862 1.03654
6 H 3.33490 0.47166 1.09779
7 C -1.87118 -0.14142 -0.62148
8 S -2.34159 1.60353 -0.47883
9 H -1.09237 -0.23185 -1.37304
10 H -2.62229 -0.91641 -0.85978
11 H -1.51497 -0.53574 0.33621

Atoms 1-2, force components in eV/Å:
C -0.54 0.07 -0.12
S 0.08 0.22 -0.34

ORCA calculation (ωB97M-V with the def2-TZVPD basis set) on a molecular structure, C32H44F3GeN5O5SScSi3 at a distorted geometry.

Calculated values
2S+1: 2
Expectation value of S²: 1.764
Gap between HOMO and LUMO (alpha / beta), Ha: 0.18562 / 0.18483
Relative energy (zero: lowest compared OMol25 entry of this formula, charge and spin), eV: 5.002

Geometry (Å):
1 Sc 1.41153 0.09495 -1.72490
2 C -5.79343 0.85859 3.95437
3 O -4.66999 0.04090 4.25365
4 C -4.47006 -1.03667 3.43516
5 C -5.42048 -1.59862 2.58090
6 C -5.08429 -2.70217 1.78708
7 C -3.79672 -3.24889 1.83133
8 C -2.86110 -2.69951 2.71222
9 C -3.19555 -1.60121 3.50734
10 N -3.42978 -4.34106 1.01444
11 N -3.34422 -4.01453 -0.19724
12 C -2.07513 -3.45156 -0.51365
13 C -0.91931 -4.20273 -0.33641
14 C 0.32325 -3.62674 -0.57581
15 C 0.49256 -2.29202 -1.00387
16 O 1.68361 -1.84189 -1.16804
17 C -0.70369 -1.53596 -1.22457
18 N -0.64737 -0.24498 -1.65108
19 C -1.77056 0.46183 -1.86655
20 C -3.03337 -0.04172 -1.68033
21 C -3.13068 -1.35028 -1.23823
22 C -1.97569 -2.12710 -0.99313
23 H -5.72782 1.75653 4.57657
24 H -6.72677 0.34594 4.20737
25 H -5.78982 1.17896 2.90683
26 H -6.42734 -1.20366 2.50823
27 H -5.82083 -3.13090 1.11330
28 H -1.85264 -3.10582 2.74935
29 H -2.44464 -1.16930 4.16416
30 H -0.97551 -5.22846 0.01000
31 H 1.21723 -4.22931 -0.41272
32 H -1.60687 1.47823 -2.20678
33 H -3.91114 0.56077 -1.86869
34 H -4.11909 -1.77248 -1.08214
35 N 1.52837 -1.93336 -8.95525
36 C 1.50823 -1.62214 -7.83760
37 C 1.48329 -1.23816 -6.45820
38 C 2.28620 -0.19121 -6.00868
39 C 2.22633 0.14160 -4.66757
40 N 1.43481 -0.49144 -3.77579
41 C 0.66777 -1.50152 -4.23835
42 C 0.65597 -1.90984 -5.55962
43 H 2.94236 0.35401 -6.67947
44 H 2.82950 0.94875 -4.26055
45 H 0.04382 -1.98800 -3.49339
46 H 0.01758 -2.72928 -5.87397
47 F 2.32678 2.84941 -5.02895
48 C 2.67566 3.50873 -3.87766
49 F 3.95328 3.96473 -4.08256
50 F 1.88343 4.62795 -3.83522
51 S 2.51689 2.44342 -2.34928
52 O 3.42108 1.30589 -2.56702
53 O 2.92736 3.29995 -1.22829
54 O 1.10206 2.05188 -2.28793
55 C 4.58069 2.11527 0.55002
56 Si 3.60334 0.90866 1.58507
57 C 4.40904 -0.76112 1.37245
58 C 3.72245 1.41386 3.37724
59 Ge 1.38200 0.83837 0.87525
60 Si 0.14983 -0.77369 2.02686
61 C 0.05412 -0.37541 3.84717
62 C -1.58173 -0.88453 1.34003
63 C 0.92300 -2.45892 1.81611
64 Si 0.37065 2.93887 0.96800
65 C -1.35800 2.86160 0.26931
66 C 0.28660 3.56928 2.72207
67 C 1.31850 4.16536 -0.07099
68 H 5.64232 2.09298 0.87092
69 H 4.19095 3.13861 0.69174
70 H 4.51209 1.82865 -0.51930
71 H 5.47624 -0.69005 1.66651
72 H 4.33857 -1.07553 0.31106
73 H 3.91374 -1.50602 2.01989
74 H 4.78911 1.43683 3.68037
75 H 3.18018 0.68334 4.00828
76 H 3.28409 2.42182 3.51126
77 H -0.43989 0.60526 3.98971
78 H 1.07389 -0.34643 4.27744
79 H -0.53704 -1.15982 4.36242
80 H -2.11533 0.06856 1.50176
81 H -2.13091 -1.69161 1.86681
82 H -1.53773 -1.11468 0.25584
83 H 1.92949 -2.47358 2.27026
84 H 0.99127 -2.70433 0.73646
85 H 0.29257 -3.21485 2.32756
86 H -1.98835 2.20062 0.88976
87 H -1.32147 2.48165 -0.77213
88 H -1.79861 3.87955 0.27573
89 H -0.30826 2.87094 3.34206
90 H -0.19830 4.56690 2.72901
91 H 1.30949 3.65880 3.13642
92 H 1.38098 3.79793 -1.11572
93 H 2.33357 4.30607 0.34049
94 H 0.79097 5.14104 -0.05357
95 H 3.25080 0.36925 -1.78244

Atoms 1-2, force components in eV/Å:
Sc 0.18 -1.46 2.55
C -0.06 0.18 0.26

ORCA calculation (ωB97M-V with the def2-TZVPD basis set) on C6H12S in the gas phase at a distorted geometry.

Calculated values
Gap between HOMO and LUMO, Ha: 0.34260
SMILES string: C=C(CS)C(C)C
Relative energy (zero: lowest compared OMol25 entry of this formula, charge and spin), eV: 2.951

Geometry (Å):
1 C -0.17797 -2.09474 0.57922
2 C 0.00881 -0.89861 0.12654
3 C -1.45850 -0.28674 -0.82492
4 S -2.83805 0.20485 0.30168
5 C 0.99149 0.19572 0.08599
6 C 1.62432 0.74964 -1.20057
7 C 0.49370 1.44399 1.05228
8 H 0.35144 -2.72306 1.28243
9 H -1.12709 -2.52151 0.47894
10 H -1.83801 -1.15110 -1.27700
11 H -1.32975 0.53564 -1.51223
12 H -3.04855 -1.19257 0.53399
13 H 1.83627 -0.20917 0.70475
14 H 1.02414 1.53529 -1.49503
15 H 1.77435 -0.04756 -2.03181
16 H 2.58489 1.30949 -0.88030
17 H 1.40425 1.84777 1.69429
18 H -0.31320 1.06227 1.83901
19 H 0.03747 2.24039 0.54275

Atoms 1-2, force components in eV/Å:
C 0.43 -1.02 1.53
C -3.58 3.67 -4.25